1.
Density functional theory data (ωB97M-V/def2-TZVPD) for 4 unconnected molecules or ions with the total composition C32H37ClF2NO18PS.

Summary:
* total energy: -4049.83090 Eh
* F_max: 7.326 eV/Å
* M: 860.1 g/mol
* HOMO energy: -9.739 eV
* Kohn-Sham gap: 7.809 eV

Atoms and positions in Å:
C 1.980 0.714 4.995
C 1.732 1.316 3.514
C 3.095 0.992 2.661
C 2.930 1.184 1.085
C 1.949 2.486 0.875
P 4.455 1.177 -0.014
C 4.902 2.789 -0.866
C 4.672 4.184 -0.129
C 4.738 4.283 1.452
C 3.784 5.544 1.887
S 3.976 5.946 3.693
O 5.098 5.109 4.280
O 4.356 7.398 3.941
Cl 2.219 5.573 4.734
C 3.263 0.734 -1.495
O 4.056 0.439 -2.713
C 3.263 0.628 -3.882
C 2.638 2.032 -4.321
O 3.078 -0.386 -4.628
N 5.662 1.259 1.285
C 6.966 1.858 0.938
O 7.504 2.681 1.729
F 7.754 1.526 -0.211
C 6.109 -0.077 1.801
O 6.898 -0.838 1.198
F 5.748 -0.541 3.123
H 0.996 0.626 5.600
H 2.528 -0.289 4.984
H 2.610 1.506 5.564
H 1.636 2.464 3.622
H 0.820 0.857 2.981
H 3.254 -0.145 2.843
H 3.921 1.583 3.177
H 2.261 0.298 0.740
H 2.100 3.000 -0.135
H 2.150 3.303 1.671
H 0.860 2.110 0.988
H 5.164 -0.013 -0.487
H 5.932 2.813 -1.404
H 4.183 2.847 -1.780
H 5.452 4.930 -0.558
H 3.650 4.634 -0.456
H 4.362 3.394 2.054
H 5.801 4.631 1.753
H 4.191 6.467 1.315
H 2.699 5.418 1.545
H 2.704 -0.269 -1.297
H 2.449 1.517 -1.667
H 2.895 2.849 -3.562
H 2.965 2.378 -5.364
H 1.489 1.888 -4.298
O -4.699 0.365 -6.088
C -3.680 0.580 -5.453
C -2.589 -0.394 -5.363
C -1.497 -0.127 -4.644
O -0.474 -1.025 -4.556
C -1.348 1.159 -3.907
O -0.342 1.362 -3.242
C -2.428 2.143 -4.015
C -3.519 1.878 -4.737
O -4.530 2.784 -4.849
H -2.711 -1.324 -5.900
H 0.197 -0.604 -3.984
H -2.299 3.080 -3.489
H -5.199 2.357 -5.419
O -2.748 -1.249 -2.626
C -3.115 -1.547 -1.500
C -4.387 -2.230 -1.244
C -4.762 -2.524 0.004
O -5.940 -3.160 0.254
C -3.910 -2.170 1.175
O -4.291 -2.437 2.301
C -2.626 -1.509 0.916
C -2.250 -1.218 -0.330
O -1.057 -0.605 -0.584
H -4.996 -2.479 -2.102
H -5.982 -3.258 1.229
H -2.009 -1.273 1.774
H -1.018 -0.502 -1.556
O -8.734 -9.643 1.208
C -8.184 -8.595 1.501
C -7.775 -8.278 2.874
C -7.190 -7.112 3.157
O -6.802 -6.806 4.428
C -6.936 -6.094 2.099
O -6.415 -5.031 2.397
C -7.323 -6.420 0.723
C -7.904 -7.587 0.438
O -8.267 -7.904 -0.836
H -7.967 -9.025 3.632
H -6.409 -5.913 4.371
H -7.116 -5.679 -0.039
H -8.666 -8.795 -0.779

Forces on the atoms, in the same order (eV/Å):
C -0.421 1.052 0.255
C 1.119 -0.276 0.156
C -1.077 -1.064 0.779
C -1.890 0.373 1.474
C 0.282 0.207 -0.135
P -2.121 -1.167 -3.549
C -0.057 1.473 -1.693
C -0.262 1.257 -0.210
C -0.077 1.627 0.873
C 0.361 0.016 -1.851
S 6.232 2.519 2.913
O -3.972 0.946 -2.011
O -2.469 -3.659 -1.583
Cl 0.474 -0.092 -0.833
C -1.466 -1.080 -0.298
O -2.086 1.647 -0.897
C -0.230 -3.493 -2.787
C -0.305 -0.023 1.068
O 0.749 4.293 3.122
N 3.883 -1.600 1.737
C 3.552 3.733 3.334
O -2.624 -3.853 -4.050
F -2.705 0.159 2.122
C 3.054 -3.270 -0.680
O -3.704 3.551 2.388
F 0.048 2.065 -3.134
H 1.585 0.014 -1.132
H -0.833 1.440 -0.015
H -0.820 -1.546 -0.881
H -0.198 -1.942 -0.287
H 1.320 0.760 0.940
H 0.135 1.972 -0.227
H -0.867 -0.824 -1.010
H 1.434 1.376 0.400
H -0.428 -0.890 1.296
H -0.331 -1.574 -1.255
H 1.873 0.824 -0.301
H -0.427 0.616 0.346
H -1.531 -0.509 1.374
H 1.331 -0.346 1.691
H -1.285 -1.257 0.773
H 1.602 -0.996 0.434
H 0.935 1.001 -1.049
H -1.827 -1.182 -0.188
H -0.702 -1.232 1.391
H 1.421 0.097 0.945
H 0.856 1.580 -0.042
H 1.050 -0.930 -0.109
H -0.335 -1.098 -1.105
H -0.311 -0.933 1.591
H 2.056 0.287 -0.130
O 0.079 0.440 0.262
C 0.136 -0.952 -0.408
C -0.252 0.364 -0.331
C 0.755 -1.172 -0.539
O -0.741 1.321 0.373
C -0.377 0.554 0.106
O -0.062 -0.351 0.026
C 0.503 -0.100 0.228
C -0.770 1.281 0.222
O 0.688 -1.262 -0.226
H -0.001 0.017 0.069
H 0.074 -0.202 -0.254
H -0.022 -0.030 -0.019
H 0.067 0.085 0.086
O 0.095 -0.008 0.709
C -0.624 -0.317 -0.389
C 0.409 0.225 -0.321
C -1.438 -0.703 -0.342
O 1.436 0.867 0.321
C 0.440 0.156 0.697
O -0.118 -0.003 -0.469
C -0.198 -0.108 0.158
C 1.181 0.555 0.356
O -1.183 -0.550 -0.377
H 0.012 0.014 0.030
H -0.142 -0.315 -0.114
H -0.027 -0.009 -0.028
H 0.099 0.081 0.172
O 0.144 0.381 -0.259
C -0.118 -0.532 0.632
C -0.153 -0.209 -0.264
C 0.197 -0.219 1.416
O -0.149 0.295 -1.393
C 0.019 0.328 -0.790
O -0.095 -0.243 0.387
C 0.182 0.305 0.283
C -0.156 0.192 -1.435
O 0.132 -0.235 1.434
H 0.003 0.035 -0.021
H -0.051 -0.147 0.092
H -0.008 -0.010 0.029
H 0.043 0.137 -0.066

Löwdin population analysis, charges in e, atoms 1 to 6: -0.128, -0.244, -0.229, -0.373, -0.087, 0.889

2.
Density functional theory data (ωB97M-V/def2-TZVPD) for 7 unconnected molecules or ions with the total composition C32H37F3N8O.

Summary:
* total energy: -2054.36648 Eh
* F_max: 0.613 eV/Å
* M: 606.7 g/mol
* HOMO energy: -8.318 eV
* Kohn-Sham gap: 8.260 eV

Atoms and positions in Å:
C -0.673 1.202 -0.234
C -0.512 1.063 -1.545
C 0.859 0.808 -2.142
C 1.087 1.751 -3.262
N 1.272 2.443 -4.155
C 1.073 -0.650 -2.682
C 2.519 -0.832 -2.946
N 3.647 -0.982 -3.076
C 0.601 -1.737 -1.684
O -0.131 -2.815 -2.289
C -1.339 -2.565 -2.822
F -1.257 -2.172 -4.108
F -2.044 -3.674 -2.800
F -2.015 -1.611 -2.171
H 0.179 1.102 0.441
H -1.639 1.414 0.216
H -1.358 1.107 -2.231
H 1.621 1.007 -1.378
H 0.567 -0.750 -3.646
H 1.470 -2.232 -1.246
H 0.023 -1.297 -0.867
C 1.573 -7.404 -0.062
C 1.460 -6.404 0.940
C 0.939 -5.287 0.342
N 0.738 -5.574 -0.980
C 1.120 -6.861 -1.235
H 1.946 -8.407 0.064
H 1.730 -6.494 1.980
H 0.693 -4.319 0.745
H 0.364 -4.932 -1.657
H 1.038 -7.279 -2.223
C -5.902 -5.206 -4.379
C -5.832 -5.640 -5.732
C -4.750 -5.025 -6.302
N -4.164 -4.238 -5.348
C -4.859 -4.343 -4.175
H -6.631 -5.498 -3.643
H -6.499 -6.326 -6.227
H -4.349 -5.081 -7.300
H -3.349 -3.670 -5.488
H -4.556 -3.799 -3.298
C 2.419 2.643 3.350
C 2.155 3.975 2.930
C 0.804 4.081 2.728
N 0.245 2.867 3.020
C 1.220 1.987 3.401
H 3.380 2.215 3.581
H 2.872 4.762 2.775
H 0.200 4.908 2.396
H -0.734 2.653 2.953
H 0.982 0.969 3.664
C 1.971 7.954 0.011
C 2.878 7.467 -0.969
C 3.907 6.855 -0.305
N 3.656 6.954 1.036
C 2.478 7.620 1.238
H 1.052 8.488 -0.166
H 2.785 7.555 -2.039
H 4.789 6.359 -0.671
H 4.247 6.593 1.761
H 2.103 7.798 2.232
C -4.088 4.420 4.537
C -4.485 4.345 3.173
C -4.224 3.073 2.741
N -3.682 2.378 3.791
C -3.598 3.192 4.889
H -4.157 5.279 5.183
H -4.916 5.134 2.580
H -4.383 2.604 1.785
H -3.399 1.416 3.762
H -3.197 2.830 5.821
C 4.060 -1.602 1.938
C 2.925 -2.442 1.766
C 2.202 -2.394 2.929
N 2.859 -1.563 3.796
C 3.992 -1.078 3.201
H 4.840 -1.415 1.219
H 2.682 -3.030 0.896
H 1.289 -2.888 3.216
H 2.561 -1.350 4.730
H 4.651 -0.406 3.724

Forces on the atoms, in the same order (eV/Å):
C 0.180 -0.052 -0.140
C -0.033 -0.128 0.278
C -0.110 0.168 -0.203
C 0.150 -0.398 0.441
N -0.049 0.140 -0.149
C 0.344 0.054 -0.004
C -0.533 0.034 0.061
N 0.180 -0.017 -0.063
C 0.359 0.063 0.245
O 0.079 0.057 -0.020
C 0.204 0.264 0.004
F 0.053 0.111 -0.129
F -0.272 -0.529 0.040
F -0.019 0.114 0.107
H -0.162 0.187 -0.072
H 0.065 -0.083 -0.135
H 0.189 0.095 0.084
H -0.140 -0.031 -0.102
H -0.133 -0.026 0.196
H -0.179 0.048 -0.067
H -0.060 -0.059 -0.261
C 0.006 -0.004 -0.001
C -0.007 -0.004 0.015
C -0.013 0.020 -0.033
N -0.030 0.026 -0.049
C 0.010 0.022 0.028
H 0.000 0.002 0.002
H 0.009 0.003 -0.003
H -0.020 -0.017 0.005
H -0.008 -0.006 0.016
H 0.006 -0.007 0.004
C 0.002 -0.002 -0.016
C 0.001 -0.004 -0.002
C 0.012 0.007 0.009
N 0.014 0.015 0.003
C -0.029 -0.004 -0.007
H -0.001 0.004 -0.003
H 0.001 0.001 0.001
H -0.008 -0.004 -0.001
H -0.007 -0.011 0.003
H -0.014 -0.004 0.009
C 0.092 0.023 0.033
C -0.027 -0.036 -0.049
C -0.004 -0.011 -0.003
N -0.093 -0.018 -0.034
C -0.066 -0.085 -0.056
H -0.002 0.001 0.004
H -0.005 -0.001 -0.009
H 0.009 0.007 0.009
H -0.020 0.101 0.065
H 0.022 -0.008 -0.012
C -0.020 -0.016 0.000
C -0.003 0.004 -0.005
C -0.006 -0.009 0.017
N 0.005 -0.006 0.011
C 0.014 -0.017 0.018
H 0.002 -0.001 -0.001
H -0.001 -0.003 0.002
H -0.003 0.005 -0.008
H 0.010 0.023 -0.014
H 0.002 0.015 -0.004
C 0.016 0.007 -0.003
C 0.002 0.009 -0.005
C 0.042 -0.015 -0.011
N 0.106 -0.031 -0.040
C 0.019 -0.018 -0.014
H 0.000 -0.001 -0.002
H 0.001 -0.001 0.002
H -0.020 0.004 0.003
H -0.085 -0.014 0.038
H -0.007 0.012 0.005
C 0.014 0.011 0.003
C -0.019 0.063 -0.045
C -0.017 0.017 0.010
N -0.026 0.022 -0.022
C -0.054 -0.002 -0.008
H -0.003 -0.003 -0.005
H 0.047 -0.031 0.040
H 0.011 -0.025 0.006
H 0.026 -0.014 0.000
H 0.006 -0.005 -0.006

Löwdin population analysis, charges in e, atoms 1 to 6: 0.037, -0.148, -0.255, -0.182, 0.181, -0.200

3.
Density functional theory data (ωB97M-V/def2-TZVPD) for a molecular structure, C32H37F6N5O5ReS.

Summary:
* net charge: +2
* total energy: -2966.74185 Eh
* F_max: 0.890 eV/Å
* 2S+1: 4
* M: 903.9 g/mol
* HOMO energy (alpha / beta): -11.507 / -11.797 eV
* ⟨S²⟩: 3.77
* Kohn-Sham gap (alpha / beta): 6.476 / 6.677 eV

Atoms and positions in Å:
Re 1.520 -1.471 -0.066
N 4.050 -1.582 0.251
C 4.861 -0.401 0.554
C 4.542 0.708 -0.438
N 3.111 0.989 -0.372
H 4.089 -2.254 1.009
H 4.412 -2.070 -0.564
H 5.936 -0.615 0.542
H 4.604 -0.076 1.566
H 4.771 0.368 -1.451
H 5.171 1.584 -0.237
H 2.807 1.608 -1.115
H 2.891 1.450 0.506
C -1.989 3.809 4.502
C -2.579 2.494 4.021
N -1.828 1.939 2.886
C -0.812 1.108 3.150
C -0.020 0.514 2.199
C 1.086 -0.374 2.717
O 1.482 -0.238 3.849
O 1.546 -1.280 1.901
C -0.243 0.808 0.833
O 0.437 0.343 -0.128
C -1.323 1.737 0.542
C -1.611 2.068 -0.788
C -2.631 2.927 -1.071
F -2.936 3.187 -2.360
C -3.398 3.535 -0.061
C -3.114 3.208 1.252
C -2.102 2.290 1.573
N -4.435 4.452 -0.336
C -5.790 4.027 -0.047
C -6.672 5.239 0.205
N -6.608 6.140 -0.994
C -5.191 6.534 -1.299
C -4.372 5.274 -1.527
H -2.553 4.173 5.358
H -2.017 4.568 3.724
H -0.955 3.676 4.813
H -3.621 2.602 3.724
H -2.559 1.740 4.809
H -0.612 0.895 4.191
H -1.043 1.610 -1.582
H -3.672 3.708 2.027
H -5.808 3.394 0.839
H -6.209 3.434 -0.877
H -6.308 5.823 1.052
H -7.713 4.961 0.367
H -7.191 6.972 -0.850
H -6.996 5.643 -1.806
H -4.828 7.089 -0.433
H -5.201 7.181 -2.176
H -3.343 5.569 -1.730
H -4.746 4.750 -2.419
C -0.388 -2.167 -0.657
H -1.140 -1.969 0.107
H -0.342 -3.241 -0.826
H -0.670 -1.664 -1.580
C 2.168 -1.571 -4.683
S 2.977 -1.523 -3.087
O 1.762 -1.451 -2.154
C 3.599 -3.179 -2.994
C 4.975 -3.346 -3.034
C 5.492 -4.633 -2.984
C 4.635 -5.716 -2.882
C 3.259 -5.531 -2.823
C 2.728 -4.256 -2.875
H 1.483 -2.413 -4.704
H 2.938 -1.678 -5.442
H 1.636 -0.632 -4.811
H 5.630 -2.490 -3.116
H 6.559 -4.786 -3.019
H 5.040 -6.715 -2.834
H 2.604 -6.382 -2.725
H 1.663 -4.093 -2.799
F 1.098 -7.728 3.181
C 1.337 -6.657 2.433
C 2.524 -6.550 1.713
F 3.435 -7.518 1.773
C 2.759 -5.429 0.937
F 3.925 -5.332 0.279
C 1.837 -4.373 0.835
O 2.151 -3.350 0.067
C 0.658 -4.508 1.571
F -0.288 -3.550 1.519
C 0.408 -5.627 2.355
F -0.738 -5.708 3.027

Forces on the atoms, in the same order (eV/Å):
Re 0.101 -0.314 -0.356
N -0.252 0.208 -0.095
C 0.122 0.162 -0.037
C 0.126 -0.001 0.067
N -0.062 0.013 0.064
H -0.063 -0.032 0.019
H 0.021 -0.075 0.070
H -0.094 0.014 0.013
H 0.015 0.016 -0.017
H 0.036 0.013 0.006
H -0.033 -0.133 0.000
H 0.017 -0.050 0.022
H -0.018 0.013 -0.056
C -0.073 -0.048 0.001
C -0.116 0.066 0.124
N 0.141 -0.172 -0.073
C -0.010 -0.017 -0.180
C 0.051 0.006 -0.004
C -0.209 0.228 0.248
O -0.105 0.035 -0.022
O 0.104 -0.342 -0.366
C -0.049 -0.051 0.181
O 0.144 0.020 -0.055
C -0.076 0.074 0.063
C -0.088 0.066 0.013
C 0.031 -0.071 -0.022
F 0.054 -0.055 0.117
C 0.170 -0.163 0.028
C 0.060 -0.045 -0.110
C 0.062 0.043 -0.121
N -0.026 0.103 0.122
C -0.119 -0.025 0.030
C -0.048 -0.096 0.149
N -0.233 0.048 -0.182
C 0.164 0.088 -0.045
C 0.025 0.144 -0.093
H -0.029 0.034 0.043
H 0.003 0.055 -0.057
H 0.070 -0.016 0.023
H 0.043 -0.055 0.039
H 0.016 0.071 -0.040
H 0.006 -0.001 0.053
H 0.045 -0.027 -0.071
H -0.051 0.048 0.070
H -0.007 0.034 -0.014
H -0.018 -0.020 0.012
H -0.040 -0.051 -0.050
H 0.064 0.012 -0.018
H 0.111 -0.149 -0.015
H 0.037 0.128 0.144
H -0.019 -0.010 -0.070
H -0.004 -0.055 0.042
H -0.074 -0.008 0.011
H 0.014 0.044 0.000
C 0.165 0.282 0.135
H -0.049 0.026 -0.041
H -0.044 -0.004 -0.081
H 0.001 0.081 -0.089
C 0.083 0.027 0.162
S 0.140 -0.143 -0.153
O -0.264 -0.035 0.150
C -0.097 0.070 0.010
C -0.030 -0.051 -0.017
C -0.020 0.016 0.008
C 0.003 0.055 0.004
C -0.029 0.126 0.000
C 0.075 -0.016 -0.016
H -0.047 -0.059 0.027
H 0.070 -0.018 -0.055
H -0.001 0.057 0.010
H 0.086 0.092 -0.007
H 0.096 -0.011 -0.006
H 0.050 -0.108 0.004
H -0.078 -0.090 0.010
H -0.092 0.016 0.001
F -0.014 -0.024 0.017
C 0.028 0.297 -0.194
C -0.196 0.101 0.041
F -0.079 0.054 0.016
C -0.138 0.019 0.120
F -0.067 0.045 0.018
C -0.050 -0.593 0.431
O 0.092 0.712 -0.525
C -0.033 -0.187 0.034
F 0.246 -0.335 0.446
C 0.225 -0.090 -0.071
F 0.035 -0.022 0.004

Löwdin population analysis, charges in e, atoms 1 to 6: 1.675, -0.029, -0.227, -0.260, -0.019, 0.097